(1)
Density functional theory data (ωB97M-V with the def2-TZVPD basis set) for 7 unconnected molecules or ions with the total composition C47H51N7O4 at a distorted geometry.

Geometry as XYZ:
```
109
Properties=species:S:1:pos:R:3:forces:R:3
C 1.79022 -3.96208 -2.16517 -0.07 0.50 0.16
C 0.59029 -2.90900 -1.99176 -2.76 1.67 0.92
C -0.55048 -3.23848 -0.98934 -0.39 3.35 -1.97
C -1.74714 -2.23865 -0.79782 2.85 0.02 -2.09
C -1.86194 -0.88922 -1.58862 2.27 -2.02 -0.31
C -3.11826 0.08631 -1.36037 -0.12 -0.58 0.76
C -3.87846 0.50358 -2.70566 -0.31 0.71 0.18
C -4.24808 -0.57342 -0.38839 0.19 0.05 -0.80
C -0.68811 -0.54026 -2.57677 -0.05 -3.66 2.17
O -0.72795 0.67084 -3.33089 1.29 -1.57 1.22
C 0.52026 1.39020 -3.26280 0.22 2.00 0.29
C 0.67192 2.07913 -1.81839 1.03 -0.11 0.83
C 1.78623 2.15706 -0.95110 -1.95 -0.23 -1.87
C 3.19566 1.51472 -1.32392 0.28 0.75 0.31
C 3.63569 0.27560 -0.38848 0.19 -0.47 -1.31
N 2.50897 -0.46221 0.24702 0.95 0.92 0.42
C 1.29364 2.95393 0.34010 1.00 -0.48 0.41
O 1.86846 3.26368 1.39374 -2.53 -1.10 -4.17
O -0.10039 3.24452 0.06897 -0.39 0.43 0.12
C -0.59084 2.83824 -1.20920 0.74 -0.75 -1.79
O -1.68559 3.04114 -1.75824 4.12 -0.28 3.04
C 0.49528 -1.56407 -2.74532 -1.84 -0.66 1.53
H 2.44274 -3.76230 -3.08408 -1.12 -0.19 1.23
H 1.39590 -5.04343 -2.24085 0.50 1.81 0.14
H 2.50419 -3.90579 -1.25934 -1.24 -0.06 -1.32
H -0.54230 -4.22481 -0.40139 0.01 1.74 -1.01
H -2.53006 -2.57903 -0.02731 1.22 0.93 -1.47
H -2.71047 0.98279 -0.75766 -0.67 -1.16 -1.34
H -4.58447 -0.33510 -3.03854 1.19 1.02 0.42
H -4.56047 1.41279 -2.48538 1.11 -1.42 -0.23
H -3.20152 0.81723 -3.56673 -0.77 -0.57 1.26
H -5.01731 0.23543 -0.13104 1.19 -1.09 -0.21
H -3.80350 -1.03029 0.56668 -0.83 0.77 -1.45
H -4.82525 -1.36133 -1.00962 1.01 1.00 1.17
H 1.43654 0.79937 -3.59128 -1.33 0.60 0.74
H 0.42461 2.26771 -4.01107 -0.02 -1.46 1.12
H 3.18676 1.18779 -2.42956 -0.26 0.58 1.81
H 4.03362 2.30572 -1.23904 -1.45 -1.05 -0.19
H 4.43071 0.65106 0.33720 -1.41 -0.74 -0.63
H 4.16959 -0.48165 -1.08189 -0.65 1.36 1.06
H 2.30148 -0.02114 1.15245 -0.32 -0.35 -0.74
H 1.67846 -0.52562 -0.35632 0.50 0.14 0.46
H 1.33747 -1.32680 -3.48801 -1.47 -0.37 1.22
N -3.57094 -2.27217 2.66272 -0.10 -0.47 0.62
C -4.66910 -1.91865 3.35115 0.29 0.08 -0.47
C -5.07238 -2.53199 4.52685 0.18 -0.19 0.05
C -4.30178 -3.57410 5.02170 -0.05 -0.03 0.09
C -3.16321 -3.96111 4.32933 -0.10 0.04 0.06
C -2.84251 -3.28252 3.16484 -0.19 0.43 -0.32
H -5.24026 -1.10081 2.92205 0.04 -0.02 0.03
H -5.96650 -2.20329 5.04201 0.04 0.02 -0.05
H -4.58544 -4.07996 5.93838 0.02 0.02 -0.05
H -2.53897 -4.77074 4.68645 -0.01 0.05 -0.04
H -1.95983 -3.54597 2.59001 0.00 -0.03 0.06
N -6.46112 0.80480 2.46503 -0.47 0.51 0.31
C -6.17040 2.11535 2.43000 0.07 -0.53 -0.11
C -6.95608 3.09573 3.01440 -0.11 -0.21 0.03
C -8.11414 2.70480 3.67198 -0.08 0.22 0.04
C -8.43943 1.35651 3.72160 0.14 0.09 -0.07
C -7.58603 0.45333 3.10903 0.45 0.03 -0.27
H -5.25737 2.37194 1.90194 -0.02 0.03 0.02
H -6.67032 4.13872 2.95661 0.01 -0.06 -0.02
H -8.75769 3.44382 4.14204 0.08 -0.18 -0.04
H -9.33536 1.01523 4.22549 0.04 0.00 -0.03
H -7.79591 -0.61215 3.12418 -0.04 0.01 0.02
N 4.45744 -5.57110 -3.86400 0.36 -0.14 -0.57
C 5.60446 -4.95359 -4.18934 -0.50 -0.20 0.25
C 6.32144 -5.21670 -5.34534 -0.05 -0.09 -0.07
C 5.82997 -6.17663 -6.21796 0.04 -0.03 -0.08
C 4.64755 -6.83172 -5.90586 0.13 0.08 -0.02
C 4.00329 -6.49408 -4.72660 0.05 0.36 0.46
H 5.94970 -4.21377 -3.47420 0.03 0.00 -0.05
H 7.24065 -4.68513 -5.55780 -0.05 -0.01 0.03
H 6.36311 -6.41184 -7.13270 -0.04 0.02 0.06
H 4.23540 -7.58667 -6.56369 0.00 0.04 0.05
H 3.07369 -6.97583 -4.44050 0.03 -0.01 -0.06
N 7.05160 -0.25384 -0.56626 0.36 -0.37 0.69
C 7.53488 0.48673 0.44819 -0.34 -0.19 -0.44
C 8.22431 -0.04205 1.52746 -0.02 -0.13 -0.03
C 8.42670 -1.41378 1.56966 0.06 -0.05 0.07
C 7.93755 -2.20159 0.53807 0.05 0.07 0.10
C 7.26366 -1.57826 -0.49937 -0.18 0.55 -0.16
H 7.34886 1.55343 0.37161 0.07 -0.01 -0.01
H 8.59330 0.60245 2.31546 -0.04 -0.01 -0.06
H 8.96080 -1.86479 2.39891 -0.04 0.03 -0.05
H 8.07697 -3.27545 0.53950 -0.03 0.05 -0.02
H 6.86557 -2.15198 -1.33057 0.02 -0.04 0.06
N 8.30294 2.89008 -2.18178 0.58 -0.01 -0.31
C 8.94145 3.97217 -2.65572 -0.38 -0.37 0.26
C 10.12239 3.91610 -3.37823 0.04 -0.12 -0.02
C 10.68248 2.67082 -3.62470 0.09 -0.04 -0.05
C 10.04482 1.53571 -3.14490 0.08 0.24 -0.07
C 8.86498 1.69689 -2.43553 -0.33 0.30 0.13
H 8.46655 4.92265 -2.43467 0.06 0.01 -0.04
H 10.59250 4.82264 -3.73862 -0.04 -0.03 0.03
H 11.60704 2.58574 -4.18556 -0.06 0.02 0.03
H 10.45421 0.54823 -3.31833 -0.05 0.03 0.02
H 8.32691 0.84064 -2.04277 0.07 0.09 -0.14
N -10.13632 4.67938 5.28862 -0.55 0.62 0.40
C -9.84528 5.98985 5.25326 0.01 -0.57 -0.06
C -10.63075 6.97027 5.83701 -0.11 -0.05 0.06
C -11.78825 6.57880 6.49387 -0.05 0.05 0.04
C -12.11429 5.23112 6.54418 0.05 0.13 -0.01
C -11.26104 4.32774 5.93210 0.48 -0.03 -0.29
H -8.93219 6.24636 4.72555 -0.03 0.06 0.03
H -10.34526 8.01314 5.77927 0.01 -0.07 -0.02
H -12.43014 7.31682 6.96240 0.04 -0.05 -0.03
H -13.01019 4.89036 7.04785 0.06 -0.01 -0.03
H -11.47094 3.26293 5.94736 -0.05 0.05 0.03
```
Positions in Å, forces in eV/Å.

The calculation puts the LUMO energy at -0.6 eV. Its HOMO energy is -7.82 eV. The total charge is 0. The SMILES is Cc1ccc(C(C)C)c(OCC2=C(CCN)C(=O)OC2=O)c1.c1ccncc1.c1ccncc1.c1ccncc1.c1ccncc1.c1ccncc1.c1ccncc1. As for the total energy: -2505.53768 Ha.

Mulliken population analysis, charges in e, atoms 1 to 5: -1.161 0.770 -0.950 -0.308 0.419



(2)
Density functional theory data (ωB97M-V with the def2-TZVPD basis set) for a molecular structure, C47H52ClIIrN3O2PS at a distorted geometry.

Geometry as XYZ:
```
109
Properties=species:S:1:pos:R:3:forces:R:3
Ir 0.06243 0.23442 -0.21113 -1.33 -2.90 2.27
C 3.12059 -1.25842 3.24516 -0.03 -0.04 0.01
C 1.78972 -0.76975 3.71999 -0.43 0.00 -0.39
N 1.57328 -0.60098 4.99161 0.60 -0.18 0.22
C 0.43136 -0.07044 5.45326 -0.43 0.11 -0.44
C -0.57583 0.34509 4.61877 -0.11 -0.12 0.62
C -1.83306 0.91354 5.24299 0.11 -0.11 -0.13
O -2.29586 2.10127 4.61458 -0.06 0.08 -0.05
C -0.43865 0.10935 3.22375 0.59 -0.15 -0.48
C -1.53883 0.39188 2.36933 -0.05 0.16 0.14
N -1.71239 0.03600 1.12417 1.48 0.70 -1.18
C -2.99994 0.15252 0.56829 -0.59 -0.18 -0.20
C -4.14162 0.23007 1.38533 0.20 -0.01 0.01
C -5.39977 0.46913 0.86664 0.00 0.03 -0.01
C -5.58660 0.58902 -0.50170 0.03 -0.07 -0.02
C -4.50174 0.40675 -1.34041 -0.01 0.02 -0.09
C -3.24473 0.17465 -0.80707 0.25 -0.06 -0.31
I -1.70789 -0.13629 -2.25195 0.26 0.58 0.98
C 0.77478 -0.45086 2.74146 -0.28 0.54 1.05
O 1.06896 -0.62530 1.50268 0.12 1.35 -1.67
H 3.70205 -1.61414 4.09096 -0.02 -0.03 0.00
H 3.66587 -0.43953 2.76843 0.01 -0.03 -0.04
H 3.00032 -2.04837 2.50268 0.08 -0.02 0.02
H 0.33730 -0.00765 6.53024 0.01 0.15 -0.01
H -1.64986 1.07827 6.30603 -0.06 -0.06 -0.01
H -2.64254 0.18367 5.15474 -0.04 0.08 0.04
H -1.79498 2.85466 4.94299 0.01 0.00 0.01
H -2.31721 0.98755 2.84121 -0.23 -0.37 0.03
H -4.03854 0.09608 2.45255 -0.02 0.04 0.02
H -6.23870 0.56648 1.54172 -0.01 -0.05 0.01
H -6.56333 0.78403 -0.92018 -0.02 0.00 0.01
H -4.63036 0.45940 -2.41295 -0.03 -0.02 -0.01
N -0.12226 -2.12664 -0.26444 -0.13 1.57 0.00
S 1.00527 -3.17099 0.16685 -0.29 -0.59 -0.77
C 1.37498 -4.10303 -1.34683 0.19 0.21 0.45
C 0.37343 -4.77673 -2.02747 -0.03 -0.09 -0.11
C 0.67918 -5.38524 -3.23462 -0.09 0.06 0.05
C 1.96905 -5.31060 -3.74807 0.06 0.01 0.00
C 2.96505 -4.64601 -3.04865 0.03 0.02 -0.04
C 2.66939 -4.03396 -1.83724 -0.02 -0.05 0.05
C 0.18362 -4.48964 1.07840 0.05 0.33 0.18
C -1.06502 -4.26510 1.63126 -0.03 0.14 -0.05
C -1.66083 -5.26967 2.38118 0.04 -0.07 0.03
C -0.99511 -6.46835 2.58732 -0.06 0.05 0.02
C 0.26364 -6.67467 2.03717 0.02 0.02 -0.01
C 0.86210 -5.68408 1.27644 0.08 -0.03 -0.02
H -1.02037 -2.54580 -0.48053 0.08 -0.03 -0.21
H -0.63008 -4.84109 -1.62433 -0.01 0.00 0.03
H -0.09068 -5.91881 -3.77517 0.00 -0.01 -0.01
H 2.19686 -5.77744 -4.69661 0.01 -0.04 0.01
H 3.97197 -4.59894 -3.44128 0.01 -0.03 -0.01
H 3.43712 -3.51178 -1.27912 0.02 0.01 0.00
H -1.56447 -3.31484 1.48696 0.01 0.00 0.03
H -2.64009 -5.11108 2.81107 -0.01 0.01 0.00
H -1.45529 -7.24204 3.18607 0.00 -0.03 -0.01
H 0.78062 -7.60879 2.20653 0.02 -0.01 -0.02
H 1.84043 -5.84387 0.84076 0.01 -0.02 0.00
C 2.81174 1.97692 0.84297 -0.08 0.03 0.01
C 1.82760 3.12577 1.09520 -0.13 -0.33 -0.12
C 1.31300 3.03791 2.53808 -0.02 0.00 -0.08
C 2.58802 4.43616 0.87630 -0.12 -0.01 -0.02
P 0.32042 2.80421 -0.01082 0.44 -0.59 -0.40
C -1.04517 3.80886 0.67206 -0.20 -0.55 0.06
C -0.89345 5.09105 1.19978 0.16 0.00 -0.03
C -1.99589 5.80274 1.64541 0.01 0.05 0.02
C -3.26478 5.24411 1.59758 0.04 -0.03 -0.02
C -3.42944 3.97358 1.06913 -0.07 0.03 0.02
C -2.33027 3.27455 0.59991 0.12 -0.02 -0.01
C 0.50125 3.54624 -1.74837 -0.04 -0.40 0.13
C 0.99023 4.99315 -1.77025 0.04 -0.03 0.05
C 1.43850 2.64749 -2.55700 0.01 0.08 0.02
C -0.90725 3.52191 -2.35580 -0.07 0.03 0.04
H 3.70051 2.12033 1.46092 0.03 0.05 0.00
H 3.12142 1.95780 -0.20363 -0.01 0.04 0.06
H 2.37209 1.01409 1.09869 0.16 0.06 0.03
H 2.15873 2.91451 3.21731 0.04 -0.04 -0.01
H 0.64493 2.18441 2.66494 0.07 0.10 0.09
H 0.77447 3.93569 2.83406 -0.01 0.01 0.01
H 3.24454 4.59265 1.73429 0.01 -0.04 0.02
H 1.94439 5.30610 0.79176 0.08 0.06 0.00
H 3.21849 4.38026 -0.00987 -0.01 0.06 -0.01
H 0.07831 5.55530 1.27254 0.00 -0.01 0.01
H -1.85777 6.80363 2.03108 0.00 0.00 0.04
H -4.11567 5.79906 1.96720 -0.02 0.01 -0.01
H -4.41247 3.52456 1.02021 -0.02 0.00 -0.03
H -2.46989 2.30377 0.15058 -0.03 0.11 0.03
H 2.05844 5.07575 -1.59199 -0.02 0.03 0.00
H 0.45457 5.60843 -1.04810 0.00 0.07 -0.04
H 0.78980 5.40719 -2.76003 -0.02 -0.02 -0.03
H 2.47413 2.75090 -2.22731 0.01 -0.02 0.01
H 1.39928 2.92430 -3.61222 0.01 0.04 -0.01
H 1.15710 1.59565 -2.46894 0.01 0.06 -0.10
H -1.52383 4.32168 -1.94825 -0.01 0.02 0.00
H -1.42360 2.58130 -2.17784 -0.02 0.06 -0.03
H -0.84052 3.66353 -3.43569 0.06 0.03 -0.02
Cl 6.40062 0.56892 -5.69191 0.00 0.01 0.03
C 5.21910 0.22429 -4.51269 -0.20 -0.05 0.14
C 4.16236 -0.64095 -4.82388 0.10 0.05 -0.19
C 3.21091 -0.91565 -3.88063 -0.19 0.02 0.24
C 3.27809 -0.35523 -2.57366 0.31 0.39 -0.48
C 2.34197 -0.71099 -1.61012 -0.65 0.10 0.55
C 4.35993 0.52586 -2.29677 -0.12 -0.15 0.11
C 5.30694 0.80937 -3.24307 0.14 0.10 -0.08
H 4.10697 -1.07611 -5.81184 0.02 -0.01 0.00
H 2.39664 -1.59036 -4.11525 -0.01 -0.02 -0.02
H 2.51694 -0.47995 -0.56346 0.10 -0.14 0.05
H 1.59436 -1.44829 -1.86442 0.06 -0.03 0.05
H 4.43750 0.97246 -1.31386 0.06 -0.07 -0.03
H 6.12409 1.48167 -3.02219 0.03 -0.02 -0.02
```
Positions in Å, forces in eV/Å.

The calculation puts the LUMO energy (spin up / spin down) at -7.0 / -7.2 eV. Its HOMO energy (spin up / spin down) is -12.53 / -12.75 eV. The total charge is +2. The calculation puts the energy relative to the best compared isomer or geometry (same formula, charge and spin) at 2.610 eV. As for the total energy: -3738.07532 Ha. The spin multiplicity is 2.

Mulliken population analysis, charges in e, atoms 1 to 5: 2.281 -1.040 0.431 -0.613 -1.385